Molecular formula: C6H10O2S
Method: DFT, the ωB97M-V functional and the def2-TZVPD basis

As for the energy above the lowest of the compared OMol25 structures with the same formula, charge and spin: 2.837 eV. Its calculated total energy is -21310.656 eV. The charge is 0. The calculation puts the HOMO energy at -0.334 Eh.

Positions of all 19 atoms, in Å:
C -0.81202 1.44955 0.26345
C -0.03030 1.23267 1.34078
C -1.27303 0.37400 -0.60379
C -0.14906 -0.49494 -1.20401
C 0.82089 0.29386 -2.12799
C 0.00652 -1.81479 -0.96387
O 1.66059 -0.91253 1.59927
O 0.43204 -0.14404 3.67247
S 0.30269 -0.60368 1.92927
H -1.16045 2.45751 0.21553
H 0.56754 1.75665 2.11813
H -2.04662 -0.26893 -0.06748
H -1.92554 0.85361 -1.39358
H 0.18983 0.88378 -2.79950
H 1.37514 -0.40942 -2.84680
H 1.42646 0.92922 -1.58583
H 0.61879 -0.86348 4.19621
H 0.88094 -2.36668 -1.08528
H -0.88442 -2.35237 -0.65695

=====

Molecular formula: H3NO
Method: DFT, the ωB97M-V functional and the def2-TZVPD basis

As for the energy above the lowest of the compared OMol25 structures with the same formula, charge and spin: 0.310 eV. Its calculated total energy is -3583.983 eV. The charge is 0. The calculation puts the HOMO energy at -0.366 Eh.

Positions of all 5 atoms, in Å:
N 0.55188 -0.26427 -0.34710
O -0.85194 -0.28640 -0.29320
H 0.80029 0.78501 -0.22310
H 0.69133 -0.69547 0.61567
H -1.19155 0.46112 0.24773

=====

Molecular formula: C2H11N2
Method: DFT, the ωB97M-V functional and the def2-TZVPD basis

The expectation value of S² is 0.758. Its spin multiplicity is 2. As for the energy above the lowest of the compared OMol25 structures with the same formula, charge and spin: 1.351 eV. Its calculated total energy is -5209.885 eV. The charge is +2. The calculation puts the HOMO energy (alpha / beta) at -0.773 / -0.750 Eh.

Positions of all 15 atoms, in Å:
N 2.21136 0.38288 0.71443
H 2.01780 1.44995 0.85042
H 2.72653 -0.01569 1.53423
H 0.73193 -0.28820 0.35850
H 2.84314 0.27022 -0.09865
C -1.34909 0.85023 -0.80520
C -1.15256 -0.67686 -0.55304
N -0.11668 -0.92665 0.44421
H -1.69540 0.99579 -1.87786
H -2.30910 1.35544 -0.22979
H -0.37175 1.37118 -0.49984
H -2.19185 -1.03582 -0.30247
H -0.73826 -1.11321 -1.56016
H -0.08241 -1.94524 0.66541
H -0.52366 -0.67402 1.35983

=====

Molecular formula: C21H29AuNO2S
Method: DFT, the ωB97M-V functional and the def2-TZVPD basis

The expectation value of S² is 2.026. Its spin multiplicity is 3. As for the energy above the lowest of the compared OMol25 structures with the same formula, charge and spin: 1.868 eV. Its calculated total energy is -42349.070 eV. The charge is +1. The calculation puts the HOMO energy (alpha / beta) at -0.378 / -0.411 Eh.

Positions of all 55 atoms, in Å:
Au -0.29533 1.95987 1.04705
C -3.24659 1.09925 0.72053
N -2.55276 1.90172 1.72347
C -3.08667 3.24800 1.97111
C -2.61213 1.26694 3.09391
C -1.66918 0.08511 3.12239
C -1.72618 -0.95282 4.00040
C -0.72451 -1.92940 4.00110
C 0.43388 -1.79899 3.28171
C 0.44526 -0.73152 2.39698
C -0.54350 0.23963 2.34993
H -4.27930 1.22117 1.02732
H -2.76731 0.11614 0.76917
H -3.08309 1.49946 -0.27193
H -4.11887 3.11208 2.38257
H -3.20809 3.86433 1.03622
H -2.47521 3.78609 2.68452
H -3.63490 1.03868 3.35693
H -2.26586 2.01645 3.82953
H -2.60584 -1.13986 4.64533
H -0.84177 -2.94466 4.32813
H 1.18531 -2.59531 3.32311
H 1.32410 -0.62341 1.72719
C 2.51367 -4.55843 -3.59058
C 2.02918 -3.33338 -2.98583
C 1.11223 -3.69118 -1.87259
C 0.43700 -2.49944 -1.36059
C -0.78923 -2.58634 -0.42205
C 0.88926 -1.14023 -1.79981
C 1.86429 -0.99486 -2.69651
C 2.72056 0.30057 -2.82064
C 2.54686 -2.06504 -3.31931
C 0.32838 0.08693 -1.19967
O -0.86757 0.34863 -1.16380
O 1.19111 0.73474 -0.46217
H 1.75374 -4.89883 -4.27426
H 2.84158 -5.28320 -2.81191
H 3.43552 -4.46973 -4.17540
H 1.03481 -4.69540 -1.44934
H -1.08086 -3.57109 -0.02893
H -1.72210 -2.15258 -0.86017
H -0.52001 -2.12035 0.49432
H 3.60731 0.15957 -3.50557
H 3.14032 0.50104 -1.80034
H 2.20057 1.17776 -3.22642
H 3.49129 -1.96112 -3.84230
C 0.35208 3.43285 -1.80712
S 0.11412 4.06030 -0.17434
C 1.85074 3.93766 0.21939
H 1.00005 2.57919 -1.74900
H 0.82121 4.14434 -2.48922
H -0.53549 2.91783 -2.17152
H 2.33217 4.68610 -0.41161
H 2.27811 2.97243 -0.04763
H 1.97765 4.24232 1.25824

=====

Molecular formula: C17H18BN10Pt
Method: DFT, the ωB97M-V functional and the def2-TZVPD basis

The expectation value of S² is 3.759. Its spin multiplicity is 4. Its calculated total energy is -36729.660 eV. The charge is +2. The calculation puts the HOMO energy (alpha / beta) at -0.529 / -0.529 Eh.

Positions of all 47 atoms, in Å:
Pt -1.09725 0.05950 -0.03162
C 0.91697 -3.41956 -1.48971
C -0.24790 -2.68516 -1.36522
N 0.06319 -1.41946 -1.03693
N 1.40925 -1.32307 -0.91941
C 1.93496 -2.52902 -1.18628
B 2.05527 0.01112 -0.40666
N 1.35731 1.21854 -1.12208
C 1.90966 2.18399 -1.86637
C 0.91996 3.07107 -2.27288
C -0.25529 2.57692 -1.73546
N 0.02958 1.46221 -1.04087
N 1.69267 0.07900 1.10633
C 2.45946 0.03672 2.20723
C 1.63985 -0.01072 3.32205
C 0.34724 0.00870 2.82369
N 0.39422 0.07269 1.48891
N 3.51563 0.09885 -0.67188
C 4.25817 -0.34057 -1.74239
C 5.47974 0.24725 -1.66242
C 5.40665 1.05500 -0.50317
N 4.22167 0.99500 0.07940
H 1.01273 -4.45636 -1.76774
H -1.27156 -2.99506 -1.50375
H 2.99998 -2.69045 -1.13625
H 2.97219 2.18862 -2.06488
H 1.04251 3.95486 -2.87758
H -1.26157 2.95851 -1.80306
H 3.53456 0.06116 2.12688
H 1.94320 -0.04387 4.35551
H -0.59188 -0.01463 3.35334
H 3.86290 -1.00071 -2.49684
H 6.31244 0.12856 -2.33638
H 6.17416 1.68873 -0.08082
N -6.99212 -0.08401 1.55939
C -5.70346 -0.08674 1.25586
C -4.73123 0.42930 2.15538
C -3.42024 0.39303 1.82041
N -2.98595 -0.14374 0.64619
C -3.90991 -0.60268 -0.24970
C -5.23695 -0.60263 0.01502
H -7.32207 0.28769 2.43575
H -7.68173 -0.44577 0.92032
H -5.02577 0.84904 3.10925
H -2.66516 0.77321 2.49404
H -3.53741 -0.99928 -1.18507
H -5.92864 -0.99576 -0.71955

=====

How do the records compare in F_max? In the order shown, they have 5.5; 3.3; 4.1; 7.2; 0.8 eV/Å.